Entry 1:
DFT (ωB97M-V/def2-TZVPD) results for a cluster of 13 separate species, C39H63F9O43P4 in total in a non-equilibrium geometry.

## Properties
* LUMO energy: -0.09 eV
* energy relative to the best compared isomer or geometry (same formula, charge and spin): 2.826 eV
* charge: 0
* HOMO-LUMO gap: 9.96 eV

Cartesian coordinates (Å):
C1 -6.091 -4.664 6.483
C2 -5.128 -4.694 5.300
O1 -3.870 -5.011 5.984
C3 -4.054 -4.975 7.386
O2 -3.205 -5.264 8.207
O3 -5.331 -4.364 7.609
F1 -5.104 -3.484 4.824
H1 -6.626 -5.614 6.485
H2 -6.738 -3.789 6.429
H3 -5.500 -5.315 4.485
C4 -0.425 -0.706 10.486
C5 -1.600 -0.156 11.211
O4 -1.877 1.097 10.698
C6 -1.271 1.110 9.542
O5 -1.310 2.060 8.745
O6 -0.578 -0.038 9.296
F2 -1.333 -0.113 12.559
H4 -0.417 -1.795 10.441
H5 0.501 -0.297 10.890
H6 -2.477 -0.750 10.955
C7 -0.570 -1.097 -9.353
C8 0.655 -0.488 -8.643
O7 0.374 0.872 -8.569
C9 -0.742 1.103 -9.332
O8 -1.364 2.155 -9.342
O9 -1.121 0.003 -9.905
F3 1.632 -0.711 -9.490
H7 -1.234 -1.589 -8.642
H8 -0.239 -1.865 -10.052
H9 0.957 -1.026 -7.744
C10 2.588 -5.298 4.578
C11 4.044 -5.586 4.557
O10 4.126 -5.938 5.928
C12 3.338 -5.124 6.706
O11 3.312 -4.948 7.914
O12 2.384 -4.754 5.887
F4 4.706 -4.472 4.188
H10 1.920 -6.152 4.465
H11 2.491 -4.462 3.884
H12 4.316 -6.423 3.914
C13 -3.955 4.562 -4.159
C14 -5.103 4.205 -5.104
O13 -6.156 4.447 -4.207
C15 -5.765 4.223 -2.999
O14 -6.494 4.244 -2.055
O15 -4.433 4.260 -2.892
F5 -5.084 2.919 -5.345
H13 -3.652 5.586 -4.376
H14 -3.086 3.936 -4.362
H15 -5.071 4.631 -6.107
C16 -3.968 -6.887 -3.276
C17 -4.014 -8.450 -3.460
O16 -3.901 -8.687 -2.090
C18 -3.226 -7.733 -1.375
O17 -2.703 -7.937 -0.297
O18 -3.161 -6.688 -2.171
F6 -3.028 -8.871 -4.161
H16 -4.900 -6.321 -3.291
H17 -3.407 -6.618 -4.171
H18 -4.872 -8.873 -3.983
C19 5.709 6.110 -7.265
C20 5.729 4.496 -7.337
O19 5.914 4.133 -5.976
C21 6.210 5.186 -5.220
O20 6.619 5.198 -4.040
O21 6.377 6.215 -5.994
F7 6.717 3.923 -7.983
H19 4.754 6.476 -6.890
H20 6.279 6.735 -7.953
H21 4.779 4.109 -7.707
C22 -10.485 -8.290 -0.679
C23 -9.391 -8.332 0.441
O22 -8.621 -7.258 0.226
C24 -9.289 -6.408 -0.616
O23 -8.940 -5.254 -0.875
O24 -10.226 -7.099 -1.358
F8 -8.606 -9.308 0.020
H22 -11.451 -8.286 -0.174
H23 -10.531 -9.070 -1.439
H24 -9.694 -8.567 1.461
C25 -7.635 1.899 4.182
C26 -8.758 0.856 4.187
O25 -9.078 0.595 5.547
C27 -8.020 0.922 6.254
O26 -7.734 0.613 7.427
O27 -7.120 1.602 5.490
F9 -8.390 -0.206 3.454
H25 -8.014 2.920 4.215
H26 -6.882 1.745 3.408
H27 -9.454 1.447 3.591
C28 -2.982 -0.589 -0.888
O28 -2.093 0.446 -0.448
P1 -0.540 0.386 -0.881
O29 -0.101 -0.584 -1.914
O30 -0.152 1.924 -1.010
C29 1.223 2.377 -0.810
O31 0.081 -0.012 0.595
C30 -0.343 0.582 1.814
H28 -3.713 -0.143 -1.563
H29 -3.641 -0.840 -0.057
H30 -2.611 -1.498 -1.360
H31 1.354 3.120 -0.023
H32 1.446 2.924 -1.726
H33 1.867 1.528 -0.579
H34 0.318 1.448 1.802
H35 -0.103 -0.098 2.632
H36 -1.348 0.980 1.957
C31 0.787 10.517 -2.350
O32 0.348 10.067 -1.125
P2 1.499 9.633 -0.097
O33 2.504 8.780 -0.729
O34 2.142 11.062 0.422
C32 3.126 11.064 1.373
O35 0.738 9.018 1.195
C33 -0.392 8.167 1.133
H37 0.025 11.255 -2.602
H38 0.908 9.780 -3.144
H39 1.750 11.024 -2.299
H40 3.889 10.289 1.307
H41 2.729 10.983 2.385
H42 3.624 12.032 1.433
H43 -0.337 7.215 1.662
H44 -0.551 7.863 0.099
H45 -1.292 8.640 1.525
C34 5.098 0.983 7.268
O36 4.861 0.981 5.821
P3 5.823 1.900 4.868
O37 7.043 2.440 5.584
O38 6.274 0.963 3.661
C35 6.973 1.634 2.534
O39 4.903 2.889 3.994
C36 4.210 4.016 4.539
H46 6.144 1.153 7.524
H47 4.824 0.033 7.727
H48 4.436 1.653 7.817
H49 6.548 2.602 2.267
H50 6.968 0.919 1.711
H51 7.972 1.832 2.923
H52 4.939 4.817 4.657
H53 3.809 3.705 5.504
H54 3.441 4.293 3.817
C37 7.854 -2.704 -8.485
O40 8.667 -3.257 -7.497
P4 8.050 -4.242 -6.360
O41 8.888 -4.554 -5.181
O42 6.550 -3.570 -6.092
C38 6.238 -2.454 -5.234
O43 7.735 -5.592 -7.129
C39 8.824 -6.375 -7.595
H55 7.893 -1.654 -8.195
H56 6.818 -3.040 -8.512
H57 8.408 -2.798 -9.419
H58 6.123 -1.518 -5.780
H59 6.892 -2.337 -4.369
H60 5.272 -2.552 -4.739
H61 9.626 -5.932 -8.184
H62 8.466 -7.339 -7.957
H63 9.344 -6.720 -6.701

***

Entry 2:
DFT (ωB97M-V/def2-TZVPD) results for a structure of composition C25H18BrN2O3W in a non-equilibrium geometry.

## Properties
* LUMO energy (spin up / spin down): -4.37 / -5.03 eV
* 2S+1: 3
* energy relative to the best compared isomer or geometry (same formula, charge and spin): 1.316 eV
* charge: +1
* HOMO-LUMO gap (spin up / spin down): 6.91 / 6.54 eV

Cartesian coordinates (Å):
W1 -0.112 -0.362 0.037
C1 -4.306 -1.486 -1.128
O1 -4.293 -2.755 -0.467
C2 -3.150 -3.280 0.008
C3 -3.207 -4.627 0.390
C4 -2.107 -5.299 0.885
C5 -0.879 -4.652 1.031
C6 -0.813 -3.318 0.692
C7 0.459 -2.555 0.868
N1 0.565 -1.530 1.723
N2 1.838 -1.250 2.174
C8 2.372 -0.297 1.505
O2 1.689 0.192 0.439
C9 3.687 0.273 1.806
C10 4.377 -0.184 2.928
C11 5.616 0.349 3.229
C12 6.164 1.334 2.415
C13 5.476 1.786 1.298
C14 4.232 1.257 0.989
C15 -1.927 -2.659 0.188
O3 -1.657 -1.335 -0.154
H1 -5.301 -1.388 -1.548
H2 -3.569 -1.458 -1.929
H3 -4.128 -0.676 -0.423
H4 -4.156 -5.133 0.265
H5 -2.203 -6.341 1.155
H6 -0.012 -5.176 1.411
H7 1.377 -3.092 0.640
H8 3.939 -0.950 3.554
H9 6.156 -0.002 4.099
H10 7.134 1.750 2.655
H11 5.908 2.551 0.666
H12 3.691 1.605 0.120
Br1 -1.320 1.610 1.479
C16 -1.671 2.723 -0.023
C17 -2.397 3.851 0.188
C18 -2.655 4.688 -0.925
C19 -2.179 4.350 -2.156
C20 -1.421 3.167 -2.355
C21 -0.924 2.818 -3.639
C22 -0.192 1.685 -3.827
C23 0.080 0.839 -2.726
C24 -0.391 1.116 -1.464
C25 -1.148 2.311 -1.264
H13 -2.768 4.111 1.169
H14 -3.232 5.592 -0.785
H15 -2.375 4.986 -3.010
H16 -1.137 3.479 -4.471
H17 0.189 1.432 -4.808
H18 0.683 -0.046 -2.902

***

Entry 3:
DFT (ωB97M-V/def2-TZVPD) results for a structure of composition C5H6O in a non-equilibrium geometry.

## Properties
* LUMO energy: 0.90 eV
* energy relative to the best compared isomer or geometry (same formula, charge and spin): 5.812 eV
* charge: 0
* HOMO-LUMO gap: 9.77 eV

Cartesian coordinates (Å):
C1 2.735 -0.522 0.195
C2 1.580 -0.591 -0.129
C3 0.183 -0.687 -0.543
C4 -0.845 0.017 0.336
C5 -1.797 1.381 -0.151
O1 -2.102 -0.024 -0.197
H1 3.759 -0.461 0.482
H2 -0.126 -1.737 -0.536
H3 0.092 -0.324 -1.571
H4 -0.730 -0.111 1.411
H5 -0.576 1.318 -0.124
H6 -2.175 1.741 0.827